1.
ORCA calculation (wB97M-V/def2-TZVPD) on a structure of composition C32H24BBr2F6N4PS2Tl.

As for the net charge: +1. Its maximum force is 1.2 eV/Å. The gap between HOMO and LUMO is 7.419 eV. The molecular weight is 1048.67 g mol⁻¹.

CARTESIAN COORDINATES (ANGSTROEM)
Tl -0.49144 -0.02499 -0.20145
Br 0.92177 -0.29565 -3.12748
Br -0.45159 2.75935 2.25695
S -1.65054 -4.83975 0.15080
S -1.69318 -2.27381 -1.21501
P -0.04494 -0.55823 2.79870
F 0.34613 -1.01067 5.82725
F -3.50611 0.79759 -1.20298
F -3.01168 2.07550 0.56729
F 0.36447 0.72822 7.80494
F -0.38136 4.24156 4.79944
F -0.04119 3.37875 7.32886
N 0.95622 -2.00205 0.12501
N 0.41326 -3.21608 0.18177
N 0.11628 1.98098 -1.86615
N 1.91439 0.54290 0.22125
C 3.70386 2.06238 0.63316
C 1.46408 -2.91076 3.16912
C -0.17075 3.27889 -1.72582
C -0.81460 -3.37145 -0.24846
C -0.24122 2.03430 3.98485
C 4.56592 0.99679 0.84850
C -1.50838 -2.61634 4.17364
C -2.64292 -1.36576 2.46210
C -0.51890 -5.67769 1.28675
C 2.20298 -1.83598 0.30171
C 2.57221 -0.84372 3.70848
C -3.80632 -3.10440 3.62939
C 3.72110 -1.54680 4.03590
C 2.61456 -3.61143 3.50345
C -0.06878 0.66158 4.19915
C 0.18225 3.67525 -4.03306
C 0.45500 1.54002 -3.06264
C -0.13328 4.18413 -2.77538
C -0.38534 5.64833 -2.54996
C 2.74262 -0.48756 0.41588
C 0.14825 1.16552 6.57246
C 4.08266 -0.29189 0.73165
C -0.04728 2.51062 6.33195
C -1.48754 -1.61264 3.20315
C 3.74239 -2.93154 3.94138
C -2.66596 -3.35036 4.38293
C 0.13288 0.26826 5.51925
C 0.48920 2.33407 -4.19309
C 1.42607 -1.52313 3.29410
C 2.38834 1.78489 0.31038
C -0.23312 2.94034 5.03071
C -3.79748 -2.10548 2.66985
B -2.64087 1.15018 -0.28744
H 4.63788 -3.48020 4.20283
H -4.68463 -1.89265 2.08839
H 2.87518 -2.68309 0.40811
H -2.64146 -0.58408 1.71325
H 1.69144 2.58046 0.09235
H -0.63639 -2.82982 4.77278
H 4.72386 -1.15046 0.88017
H 0.73333 1.91846 -5.15944
H 0.47628 6.09385 -2.04938
H 2.56461 0.23922 3.77745
H 5.60762 1.17216 1.08313
H 4.04225 3.08616 0.70386
H -0.68554 -6.74560 1.16776
H 0.59298 -3.44046 2.81161
H -0.75501 -5.38248 2.30743
H -0.43909 3.59678 -0.72172
H 4.59839 -1.00786 4.37092
H -0.53472 6.16866 -3.49336
H 0.19122 4.33477 -4.89191
H -1.25489 5.81377 -1.91452
H -4.70300 -3.68809 3.79075
H 0.50186 -5.41562 1.02529
H -2.67844 -4.11692 5.14722
H 2.62686 -4.69037 3.41521



2.
ORCA calculation (wB97M-V/def2-TZVPD) on a structure of composition C32H24BrN2O2P2S2W.

As for the net charge: +3. Its maximum force is 3.3 eV/Å. The gap between HOMO and LUMO (spin up / spin down) is 4.834 / 4.774 eV. The molecular weight is 858.38 g mol⁻¹.

CARTESIAN COORDINATES (ANGSTROEM)
W -0.50550 -2.51546 0.23274
Br -4.97260 -1.65156 -5.18156
S 1.88170 -2.66246 -0.22016
S -2.67770 -1.23576 0.50724
P 1.75240 -0.49676 -0.06566
P -1.37960 0.40554 0.70894
O -1.52750 -3.95566 -0.23486
O -3.36810 -5.03446 -0.95196
N -1.27390 -1.50536 -3.38096
N -0.28840 -4.64876 2.75714
C 2.66160 0.07784 1.37674
C 0.01190 -0.57466 0.20104
C 2.44270 0.07154 -1.62006
C -1.34790 -2.43146 -2.43666
C 1.63150 0.54694 -2.64836
C -0.27570 -3.73566 2.05174
C 3.86070 1.00004 3.67884
C 2.55490 -0.66646 2.55124
C -3.52890 -1.99146 -4.02556
C -0.92480 -0.17946 4.67994
C -1.29390 0.73744 2.49254
C 3.82810 -0.04676 -1.77236
C 2.23060 0.94614 -3.82956
C -1.79680 1.80324 -0.33536
C 3.34580 1.29304 1.34704
C -1.06800 3.91914 -1.18386
C -1.14930 1.08104 5.22334
C 3.60800 0.85154 -3.98656
C -3.63650 -2.94076 -3.00516
C -2.12000 3.89354 -2.09186
C -2.86000 1.77374 -1.23366
C -2.55910 -4.18226 -1.09446
C -1.53990 1.99544 3.03154
C -2.31600 -1.28296 -4.15526
C 3.94110 1.74774 2.51244
C -0.89830 2.87204 -0.29826
C -3.01710 2.83364 -2.11236
C 3.17440 -0.20966 3.69834
C -2.52300 -3.16656 -2.20106
C -1.46190 2.15594 4.40784
C -0.99370 -0.34776 3.31244
C 4.40290 0.34724 -2.96526
H 4.06270 1.15474 -4.91786
H -1.64180 3.12734 4.84234
H 1.63150 1.32754 -4.63926
H -4.55180 -3.49376 -2.83326
H 3.41970 1.86434 0.43234
H -1.09620 1.21154 6.29384
H 4.42990 -0.43996 -0.96386
H -0.28450 -5.45986 3.36244
H -0.34520 -2.75096 -1.99186
H -1.79100 2.82684 2.39064
H -2.24130 4.70684 -2.79116
H -2.18460 -0.54756 -4.93856
H -0.09600 2.87614 0.42874
H 4.33300 1.36084 4.58104
H 5.46890 0.26224 -3.10486
H 0.55910 0.61134 -2.51276
H -3.83700 2.83554 -2.81616
H 3.13190 -0.78736 4.60824
H 4.47290 2.68734 2.51154
H -0.38310 4.75354 -1.17086
H 2.01030 -1.61226 2.53094
H -3.56260 0.95194 -1.21786
H -0.82780 -1.33986 2.85424
H -0.70110 -1.01706 5.32144



3.
ORCA calculation (wB97M-V/def2-TZVPD) on a structure of composition C32H24N6O2TeZr.

As for the net charge: +2. Its maximum force is 2.7 eV/Å. The gap between HOMO and LUMO is 6.088 eV. The molecular weight is 743.41 g mol⁻¹.

CARTESIAN COORDINATES (ANGSTROEM)
Te -1.90664 1.30756 1.55780
Zr -0.50436 0.08743 -0.98283
O -1.74749 1.43017 -1.45927
O -1.41148 -1.06557 0.22224
N 0.76645 1.50915 -0.05780
N -0.38677 -3.91171 -3.82438
N -0.30841 -1.46764 -2.55594
N 1.58377 2.66782 2.30882
N 7.95283 -3.33837 -0.20839
N 1.38744 -0.88987 -0.70788
C 0.62297 -3.59777 -3.02650
C 5.31270 -2.43712 -0.30998
C 3.48742 -0.86383 0.39078
C 1.62962 0.85735 0.79946
C -1.34916 -3.01889 -4.00982
C 3.92910 -1.93149 -0.40298
C 2.21889 -0.35294 0.19603
C -3.42973 5.17974 3.18765
C -4.69956 -0.28831 -1.22863
C -3.76588 2.47881 -0.64766
C 1.75718 -1.94794 -1.44513
C -1.54849 3.22523 3.75983
C -3.43196 -0.08071 -0.69093
C -4.40691 -2.67229 -1.12705
C -2.81803 1.30394 -0.57803
C 3.02162 -2.47621 -1.33345
C 1.91995 1.38011 2.03033
C -2.65816 -1.21683 -0.35267
C 7.01812 -4.04689 -0.82570
C -1.67340 4.32658 4.59048
C -2.36125 3.11393 2.63399
C 0.01366 2.52121 0.52050
C -1.32154 -1.78697 -3.37159
C 0.71415 3.25836 1.56515
C 0.68892 -2.37015 -2.37845
C -3.15338 -2.49712 -0.56763
C -2.60887 5.30910 4.29766
C 7.60238 -2.19854 0.36994
C 5.69270 -3.64430 -0.89879
C -5.18170 -1.56771 -1.45261
C 6.30507 -1.70691 0.34468
C -3.31424 4.07953 2.34835
H -2.55201 -3.34098 -0.25177
H 4.98422 -4.29598 -1.38992
H -2.15795 -3.29626 -4.67336
H -4.16217 2.56181 -1.66174
H -3.22324 3.39905 -0.43718
H 6.10451 -0.75435 0.81419
H 2.53005 0.85791 2.75550
H 8.39134 -1.65113 0.87165
H -1.04618 4.40978 5.46782
H -0.83517 2.44251 3.99646
H -2.70751 6.17034 4.94451
H 7.33785 -4.97549 -1.28326
H 3.32338 -3.28194 -1.98459
H -2.09768 -1.04410 -3.51037
H -3.97869 3.98795 1.50149
H -4.78758 -3.67091 -1.29426
H -5.31913 0.56295 -1.47723
H -6.16919 -1.69850 -1.87353
H -4.58366 2.35563 0.06035
H 4.12690 -0.40813 1.13099
H -0.55031 3.11497 -0.18933
H -4.17402 5.93443 2.97133
H 0.52354 4.31451 1.71470
H 1.38517 -4.35401 -2.88204